C33H91Cl4CrFeN5O10 | wB97M-V/def2-TZVPD

Each line ends with the Löwdin charge.
Element x y z (Å)
Cr -2.322 0.864 0.788  0.28
Fe 0.699 2.718 -1.761  0.36
Cl -0.569 0.770 -1.179  0.37
Cl -2.598 3.214 0.803  0.13
Cl 0.629 2.039 -4.057  0.17
Cl -0.927 0.539 2.768  0.15
C 2.812 2.468 5.078  -0.06
C 2.604 3.365 3.866  -0.41
C 3.743 3.234 2.849  -0.26
O 4.970 3.657 3.299  -0.16
C 5.079 5.061 3.233  -0.10
N 1.350 3.073 3.130  0.04
H 3.875 2.448 5.446  0.10
H 2.567 1.468 4.777  0.05
H 2.151 2.709 5.930  0.09
H 2.546 4.418 4.278  0.14
H 3.398 3.638 1.851  0.10
H 3.914 2.153 2.686  0.13
H 4.281 5.648 3.792  0.10
H 4.940 5.342 2.151  0.10
H 6.004 5.343 3.717  0.09
H 0.574 3.379 3.666  0.06
H 1.213 2.049 3.051  0.02
C -1.728 -7.055 2.919  -0.05
C -1.857 -5.513 2.928  -0.35
C -0.965 -4.947 1.770  -0.19
O -1.439 -5.405 0.498  -0.22
C -0.519 -6.038 -0.437  -0.05
N -3.244 -4.909 2.838  0.03
H -2.083 -7.500 3.845  0.07
H -0.667 -7.280 2.749  0.08
H -2.389 -7.532 2.215  0.07
H -1.375 -5.122 3.807  0.12
H 0.074 -5.338 1.893  0.12
H -0.936 -3.842 1.871  0.10
H -1.121 -6.648 -1.041  0.07
H 0.254 -6.652 -0.004  0.09
H -0.152 -5.233 -1.054  0.07
H -4.052 -5.532 3.145  0.12
H -3.441 -4.741 1.852  0.05
C 1.208 -2.308 -1.329  -0.05
C 2.391 -1.953 -2.182  -0.30
C 2.717 -3.009 -3.278  -0.24
O 2.756 -4.238 -2.707  -0.19
C 3.006 -5.330 -3.616  -0.05
N 2.057 -0.640 -2.850  0.17
H 0.994 -1.418 -0.759  0.03
H 1.524 -3.093 -0.568  0.11
H 0.405 -2.695 -1.942  0.07
H 3.343 -1.809 -1.649  0.15
H 3.746 -2.728 -3.648  0.15
H 1.956 -3.005 -4.048  0.10
H 3.232 -6.220 -2.906  0.13
H 3.796 -5.186 -4.258  0.05
H 2.124 -5.504 -4.203  0.08
H 2.684 -0.458 -3.644  0.16
H 1.091 -0.703 -3.290  0.08
C -3.910 -3.170 -0.438  0.00
C -3.472 -1.685 -0.517  -0.33
C -4.621 -0.738 -0.205  -0.16
O -4.237 0.673 -0.352  -0.33
C -5.375 1.501 -0.070  -0.10
N -2.333 -1.255 0.397  0.00
H -4.423 -3.425 -1.362  0.09
H -4.445 -3.379 0.482  0.08
H -2.961 -3.663 -0.577  0.07
H -3.135 -1.425 -1.510  0.12
H -5.033 -0.863 0.837  0.15
H -5.421 -0.869 -0.985  0.15
H -6.218 1.035 -0.647  0.11
H -5.187 2.512 -0.419  0.07
H -5.759 1.438 0.996  0.12
H -2.286 -1.715 1.304  0.04
H -1.486 -1.272 -0.116  0.00
C 0.429 5.880 1.338  -0.04
C 0.334 5.132 0.043  -0.42
C 1.338 5.718 -0.927  -0.10
O 1.369 4.760 -2.080  -0.31
C 1.569 5.369 -3.339  -0.09
N 0.577 3.702 0.194  0.03
H -0.383 5.621 2.036  0.09
H 0.309 6.901 1.155  0.06
H 1.437 5.809 1.816  0.10
H -0.621 5.263 -0.466  0.12
H 2.341 5.866 -0.501  0.13
H 0.979 6.649 -1.335  0.13
H 0.818 6.111 -3.596  0.09
H 1.609 4.637 -4.096  0.03
H 2.549 5.897 -3.378  0.11
H -0.241 3.323 0.620  -0.03
H 1.282 3.497 0.953  0.08
C -3.256 2.854 -3.257  -0.03
C -2.083 3.872 -3.195  -0.41
C -2.704 5.206 -2.955  -0.05
O -1.197 3.578 -2.027  -0.25
H -3.772 2.755 -4.226  0.10
H -3.987 3.143 -2.478  0.08
H -2.861 1.845 -3.077  0.05
H -1.453 3.873 -4.058  0.10
H -1.971 6.007 -2.957  0.09
H -3.303 5.083 -2.073  0.07
H -3.490 5.401 -3.688  0.10
H -1.843 3.293 -1.374  -0.04
C 1.477 -3.218 4.946  -0.06
C 1.412 -2.336 3.704  -0.50
C 2.293 -2.783 2.569  -0.05
O 0.073 -2.301 3.194  -0.12
H 2.450 -3.134 5.501  0.09
H 1.208 -4.306 4.756  0.09
H 0.737 -2.835 5.661  0.07
H 1.786 -1.366 4.091  0.13
H 1.928 -3.721 2.191  0.06
H 3.346 -2.876 2.857  0.09
H 2.080 -1.992 1.839  0.07
H -0.237 -1.424 3.354  -0.08
C -2.437 -0.871 -4.697  -0.02
C -1.114 -1.518 -4.196  -0.49
C -1.009 -2.987 -4.461  -0.05
O 0.013 -0.836 -4.711  -0.11
H -2.553 -0.867 -5.751  0.08
H -2.434 0.111 -4.263  0.05
H -3.285 -1.367 -4.283  0.07
H -1.188 -1.401 -3.025  0.11
H 0.025 -3.384 -4.477  0.07
H -1.566 -3.358 -5.311  0.08
H -1.333 -3.562 -3.572  0.08
H -0.249 0.069 -4.779  -0.05
C 3.861 0.781 0.059  -0.05
C 3.002 1.982 -0.280  -0.58
C 3.833 3.179 -0.614  -0.04
O 2.184 1.679 -1.360  -0.41
H 3.184 -0.098 0.244  0.07
H 4.459 0.879 1.003  0.08
H 4.650 0.538 -0.730  0.11
H 2.405 2.149 0.632  0.09
H 4.435 2.845 -1.423  0.08
H 4.496 3.565 0.141  0.07
H 3.177 3.946 -1.033  0.06
H 2.047 0.202 -2.199  0.07
C -3.624 -1.347 3.710  -0.14
O -2.778 -2.197 2.958  -0.23
H -4.528 -1.938 4.072  0.12
H -3.129 -0.920 4.449  0.02
H -3.904 -0.575 3.012  0.05
H -2.987 -3.166 3.250  0.08

Summary:
Net charge: +1
⟨S²⟩: 16.0326
HOMO level (alpha / beta): -10.18 / -10.55 eV
Spin multiplicity: 8
Energy: -6486.9024 a.u.
LUMO energy (alpha / beta): -5.8024 / -2.0452 eV